# 1
This record from the Open Molecules 2025 dataset describes a molecular structure, C26H13CrF4N5O5S at a distorted geometry. The level of theory is ωB97M-V/def2-TZVPD.

```
55
Properties=species:S:1:pos:R:3:forces:R:3:mulliken_charge:R:1
Cr -1.570273 -0.287864 -0.765321 0.36 0.06 -0.21 -0.032
O -1.474989 -1.485040 -4.674435 0.10 -0.04 -0.21 -0.379
C -1.260007 -1.084287 -3.470041 -0.47 0.00 0.18 0.464
O -2.142572 -0.984000 -2.605191 0.03 -0.05 -0.01 -0.292
C 0.143399 -0.757184 -3.103208 0.09 0.02 -0.03 0.225
C 1.294950 -0.952482 -3.838757 0.05 -0.04 -0.17 -0.568
C 2.510569 -0.689356 -3.212578 0.00 0.00 0.02 -0.732
C 2.539030 -0.268555 -1.888648 0.13 0.07 0.05 -0.674
C 1.332035 -0.082405 -1.235658 -0.03 0.12 -0.46 0.740
N 0.180411 -0.308159 -1.855678 0.11 0.06 0.20 0.551
C 1.077230 0.251221 0.194587 0.43 0.62 0.90 0.776
O 2.011343 0.467606 1.057350 -2.62 1.45 -1.17 -0.511
O -0.100248 0.278055 0.581394 -0.77 -0.06 -0.17 -0.708
H -2.411048 -1.708952 -4.840128 0.03 0.03 0.08 0.438
H 1.256289 -1.319292 -4.855885 -0.05 0.01 0.02 0.604
H 3.439802 -0.842603 -3.745334 -0.02 0.00 -0.02 0.522
H 3.489315 -0.124921 -1.387400 -0.05 0.05 0.01 0.585
H 2.923969 0.295484 0.762585 0.71 -0.03 0.03 0.304
F -1.748029 -4.215844 3.993372 0.10 0.01 -0.05 -0.283
C -0.930909 -3.699920 3.094960 -0.21 0.06 0.07 0.498
C 0.418602 -3.616393 3.385186 0.30 0.09 0.06 -0.181
F 0.837697 -4.062520 4.551897 -0.05 0.04 -0.08 -0.280
C 1.351754 -2.966648 2.528019 -0.21 -0.14 0.07 0.336
C 0.809137 -2.565900 1.302297 0.08 -0.10 0.00 0.551
C -0.516435 -2.666543 1.042475 0.11 0.16 -0.13 0.869
F -0.895554 -2.255303 -0.225341 -0.07 -0.10 -0.38 -0.524
C -1.471356 -3.144271 1.923503 -0.14 -0.27 0.11 0.482
C -2.876743 -2.985409 1.581994 -0.16 0.52 0.18 -0.344
C -3.103733 -1.771779 0.990285 -0.02 0.28 -0.56 0.799
N -3.052765 -0.715244 0.443523 0.11 -0.67 0.66 -0.485
C -3.915940 -3.886692 1.936589 0.03 -0.03 0.04 -0.213
N -4.743484 -4.632741 2.219367 0.02 0.03 -0.04 -0.397
F 1.580550 -2.078345 0.311236 0.19 -0.58 0.14 -0.327
C 2.696224 -2.635199 2.870161 0.09 0.09 0.07 0.518
C 3.391902 -3.154370 3.986103 -0.15 0.01 -0.02 -0.171
N 3.959549 -3.560984 4.904075 0.03 0.01 -0.08 -0.351
C 3.340776 -1.591175 2.145053 0.71 -0.19 0.36 0.293
N 3.836611 -0.698068 1.609968 1.15 -1.43 0.43 -0.543
C -3.404705 3.683219 -0.933935 0.01 -0.15 -0.07 -1.116
S -2.295777 2.546702 -0.113808 0.20 0.42 -0.01 0.405
O -2.065254 1.474604 -1.244032 0.03 -0.19 0.04 -0.276
C -0.774989 3.463952 -0.093878 -0.29 -0.14 0.17 0.587
C -0.201154 3.698417 1.148603 -0.08 -0.05 0.11 -0.271
C 0.979814 4.421795 1.213120 0.13 0.09 -0.12 -0.668
C 1.571901 4.881840 0.042119 -0.06 -0.05 0.10 -0.459
C 0.991634 4.620064 -1.196123 -0.01 0.00 -0.06 -0.822
C -0.194886 3.909301 -1.272933 0.08 0.05 -0.12 -0.330
H -2.969758 3.991601 -1.882040 0.01 -0.01 0.00 0.375
H -3.546610 4.541750 -0.278229 0.05 -0.04 0.06 0.431
H -4.349993 3.165014 -1.086944 0.02 -0.01 0.04 0.443
H -0.669864 3.328372 2.053376 0.00 0.01 -0.04 0.424
H 1.435252 4.629478 2.171757 -0.01 -0.01 0.00 0.451
H 2.488944 5.453997 0.090843 -0.01 -0.01 0.01 0.460
H 1.457978 4.989089 -2.100023 -0.01 0.00 0.01 0.447
H -0.659590 3.706897 -2.230265 0.03 0.02 -0.01 0.360
```
Forces are in eV/Å.

## Properties
* charge: +2
* <S²>: 6.07
* multiplicity: 5
* HOMO energy (spin up / spin down): -13.41 / -13.78 eV
* gap between HOMO and LUMO (spin up / spin down): 0.20766 / 0.20848 Eh

# 2
This record from the Open Molecules 2025 dataset describes a molecular structure, C26H15Br2N4OS2SiV. The level of theory is ωB97M-V/def2-TZVPD.

```
52
Properties=species:S:1:pos:R:3:forces:R:3:mulliken_charge:R:1
V 1.621839 0.774863 -0.271415 0.09 -0.13 -0.23 -0.775
Br 5.101640 4.456178 -0.890981 0.09 -0.02 -0.05 -0.126
C 3.438523 4.504648 -0.037667 -0.23 0.18 0.16 -0.451
C 2.991677 5.705895 0.571369 0.04 -0.15 -0.06 -0.438
C 1.791161 5.774038 1.227485 -0.02 -0.07 -0.03 -0.131
Br 1.259575 7.397465 2.030081 -0.01 0.06 0.03 -0.205
C 0.943627 4.640736 1.310666 -0.09 0.12 0.02 0.608
C -0.319793 4.519035 1.969337 0.08 0.11 -0.01 -0.680
C -0.985907 3.331820 1.988508 0.07 -0.21 -0.11 -0.940
C -0.399148 2.213316 1.329912 -0.24 0.18 0.20 0.357
N 0.738429 2.318448 0.677832 0.19 0.20 -0.04 0.090
C 1.412294 3.501361 0.676005 -0.01 -0.03 0.09 -0.179
C 2.644947 3.387839 0.019761 0.22 -0.46 -0.28 1.120
O 2.892910 2.157331 -0.457296 -0.16 0.37 0.26 -0.174
H 3.628300 6.576963 0.514781 -0.01 0.02 0.01 0.415
H -0.739762 5.381968 2.468505 0.01 0.00 0.00 0.377
H -1.932415 3.220617 2.497885 0.00 0.01 0.01 0.445
H -1.696357 0.636886 1.739884 -0.02 0.00 0.00 0.216
S 0.791404 0.423341 -2.314278 0.10 -0.04 0.04 -0.159
C 2.119301 -0.605846 -2.792385 -0.06 0.10 -0.22 0.837
C 2.310579 -0.792853 -4.205402 -0.02 0.01 0.16 -0.284
N 2.420528 -0.935375 -5.340497 0.00 0.01 -0.01 -0.445
C 2.880199 -1.288154 -1.897876 0.04 -0.34 0.41 0.919
S 2.648508 -1.258892 -0.150218 0.00 -0.03 -0.27 -0.353
C 3.863073 -2.239516 -2.338597 -0.01 0.18 -0.10 -0.387
N 4.629715 -3.030330 -2.667239 0.01 0.01 0.02 -0.454
N -0.837944 0.930335 1.289551 0.16 -0.27 -0.11 0.291
C -0.007341 0.051724 0.631252 -0.14 0.40 0.12 0.688
C -4.638199 -1.786705 2.885409 -0.03 0.01 0.02 -0.391
C -4.569307 -1.491009 1.530785 0.01 -0.01 -0.01 -0.763
C -3.344412 -1.511779 0.880112 -0.02 0.00 -0.06 0.194
C -2.164337 -1.823355 1.564683 -0.10 0.04 -0.04 -0.095
C -2.258245 -2.112452 2.927702 0.00 0.02 0.06 -0.116
C -3.482124 -2.099064 3.584341 -0.01 0.01 -0.01 -0.634
Si -0.487521 -1.767976 0.730505 0.15 -0.10 0.11 -0.286
C -0.421711 -2.639898 -0.903611 -0.08 -0.07 -0.14 0.805
C -1.094569 -2.173663 -2.036235 -0.06 -0.01 0.05 -0.031
C -1.011847 -2.844864 -3.245651 0.03 -0.03 -0.01 -0.861
C -0.246321 -3.998765 -3.344063 -0.02 0.01 -0.05 -0.405
C 0.424956 -4.482829 -2.231706 0.01 0.02 0.03 -0.642
C 0.333668 -3.808249 -1.022280 0.05 -0.02 -0.03 -0.485
H -5.594056 -1.776556 3.393057 0.00 0.00 0.01 0.385
H -5.470133 -1.252356 0.979956 0.00 0.00 0.00 0.413
H -3.316593 -1.296501 -0.183860 0.03 -0.01 0.03 0.231
H -1.363341 -2.357863 3.488507 0.02 -0.01 -0.01 0.365
H -3.533726 -2.335465 4.639112 0.01 0.00 0.01 0.394
H 0.473607 -2.407083 1.661433 -0.03 0.00 -0.01 -0.167
H -1.669574 -1.255144 -1.991292 -0.02 -0.02 0.03 0.403
H -1.525153 -2.458743 -4.116622 -0.01 0.00 0.00 0.385
H -0.165402 -4.513645 -4.292640 0.00 0.00 0.00 0.403
H 1.031370 -5.375533 -2.309794 0.00 -0.01 0.01 0.408
H 0.883407 -4.184346 -0.166810 -0.01 0.00 0.01 0.307
```
Forces are in eV/Å.

## Properties
* ΔE to the lowest compared entry with this formula, charge and spin: 0.0 kJ/mol
* HOMO energy (spin up / spin down): -7.94 / -8.59 eV
* gap between HOMO and LUMO (spin up / spin down): 0.24954 / 0.25721 Eh

# 3
This record from the Open Molecules 2025 dataset describes a molecular structure, C26H15CaClI2N5O2S. The level of theory is ωB97M-V/def2-TZVPD.

```
53
Properties=species:S:1:pos:R:3:forces:R:3:mulliken_charge:R:1
Ca -0.120590 -0.098109 0.014742 -0.26 -0.43 -0.10 1.645
Cl 0.778058 3.246192 6.327110 0.00 0.01 0.02 -0.296
C 0.977243 2.679347 4.687732 0.12 -0.01 -0.02 0.539
C 2.234529 2.468951 4.196353 -0.10 0.05 0.12 -0.525
C 2.429497 2.024829 2.881690 0.03 -0.04 -0.23 -0.438
I 4.366346 1.737110 2.162415 -0.05 0.02 0.04 0.001
C 1.375148 1.771510 2.007739 -0.16 0.09 0.15 0.848
O 1.490733 1.385206 0.789733 0.01 -0.01 -0.25 -0.898
C 0.045121 1.980647 2.562832 0.14 0.02 0.05 0.126
N -0.978686 1.701706 1.722809 -0.08 -0.14 0.00 0.093
C -2.209839 1.883419 2.134440 0.06 -0.01 -0.07 -0.401
C -2.518176 2.354118 3.419829 0.05 0.05 0.14 -0.858
C -1.498472 2.625014 4.292671 -0.07 -0.02 -0.07 -0.754
C -0.161596 2.441610 3.882374 -0.03 -0.03 -0.11 -0.012
H 3.091939 2.650580 4.829922 -0.01 0.01 0.01 0.389
H -2.995492 1.648971 1.424398 0.00 -0.01 0.00 0.445
H -3.551691 2.485351 3.709683 0.00 0.00 0.01 0.393
H -1.699170 2.977186 5.295375 -0.02 0.00 0.00 0.402
O 1.109514 -0.297911 -1.931513 -0.05 0.11 0.19 -0.899
N 0.642513 -0.293796 -3.160573 -0.16 -0.02 -0.15 0.655
C 1.455239 0.192214 -4.124847 0.07 0.02 0.02 -0.238
C 1.071797 0.265805 -5.434646 0.00 0.00 -0.03 -0.779
C -0.207460 -0.183634 -5.775149 -0.03 -0.05 0.06 -0.157
C -1.022939 -0.682149 -4.793138 0.08 0.05 -0.10 -0.818
C -0.622431 -0.752240 -3.441008 0.01 -0.01 0.12 0.335
S -1.629368 -1.355970 -2.211979 0.04 0.06 0.18 -0.402
H 2.415493 0.510730 -3.747776 0.00 0.00 -0.01 0.440
H 1.751567 0.669807 -6.170251 0.02 0.01 0.02 0.390
H -0.554334 -0.131354 -6.798869 -0.01 0.00 0.00 0.388
H -2.019207 -1.035264 -5.015791 -0.01 0.00 0.01 0.405
I -1.355236 3.501953 -5.345010 0.01 -0.01 0.16 0.091
C -1.087458 2.919430 -3.379110 0.01 0.05 -0.18 -0.515
C 0.055011 3.059180 -2.622522 -0.13 -0.09 0.00 -0.413
N -0.240618 2.546864 -1.415670 0.23 0.23 0.00 0.479
N -1.492923 2.073321 -1.343802 0.10 -0.16 0.16 -0.416
C -2.020008 2.291054 -2.536607 0.09 0.03 -0.05 -0.337
H 1.026073 3.457903 -2.858053 0.00 0.02 0.01 0.525
H 0.391200 2.448774 -0.619413 0.01 -0.01 0.07 0.267
H -3.025129 1.976375 -2.761041 0.00 -0.02 0.01 0.466
N -2.538986 -7.244165 7.413234 0.00 0.01 -0.01 -0.562
C -2.257611 -6.472218 6.606819 -0.04 -0.13 0.14 0.090
C -1.909291 -5.512144 5.607104 0.08 0.19 -0.20 0.547
C -0.569887 -5.198461 5.363459 -0.03 -0.06 0.07 -0.446
C -0.237644 -4.270175 4.399373 -0.01 0.03 -0.03 -0.577
C -1.228318 -3.622586 3.644745 -0.02 -0.02 0.01 0.258
C -2.569452 -3.948785 3.900091 0.02 -0.02 0.01 -0.556
C -2.906106 -4.876825 4.863641 -0.02 -0.03 0.03 -0.443
C -0.889007 -2.664039 2.649307 0.00 0.03 0.00 -2.596
C -0.607333 -1.838743 1.788587 0.09 0.27 -0.21 1.407
H 0.202974 -5.690842 5.939373 0.01 0.01 0.00 0.415
H 0.798094 -4.024366 4.209465 0.00 -0.01 0.01 0.442
H -3.340053 -3.457315 3.322325 0.00 0.00 0.00 0.443
H -3.944362 -5.119512 5.050041 0.00 0.00 0.00 0.414
```
Forces are in eV/Å.

## Properties
* charge: -1
* HOMO energy: -5.21 eV
* gap between HOMO and LUMO: 0.25806 Eh

# 4
This record from the Open Molecules 2025 dataset describes a molecular structure, C26H15Cl6N4O3STi at a distorted geometry. The level of theory is ωB97M-V/def2-TZVPD.

```
56
Properties=species:S:1:pos:R:3:forces:R:3:mulliken_charge:R:1
Ti -0.963339 0.218255 -0.247922 -0.81 0.62 0.80 0.356
Cl -8.590982 0.595845 0.702745 0.58 0.22 0.46 -0.202
C -6.874190 0.466412 0.409023 -0.23 1.02 -0.58 -0.180
C -5.894345 1.147638 1.149739 -0.97 -0.02 1.31 0.389
Cl -6.435266 2.051241 2.557507 0.29 -0.23 -0.50 -0.213
C -4.551922 1.013468 0.886541 -0.68 -0.23 -0.53 0.382
Cl -3.353152 1.737845 1.838600 0.08 0.28 0.35 -0.148
C -4.143352 0.191301 -0.196561 0.88 0.46 1.46 -0.781
O -2.890046 -0.106382 -0.294869 0.26 -0.11 -0.71 -0.264
C -5.110873 -0.321249 -1.029328 -1.25 0.36 0.15 0.165
Cl -4.585338 -1.260794 -2.313820 0.24 -0.75 -1.26 -0.193
C -6.475330 -0.115957 -0.775801 0.34 -0.62 0.21 0.382
Cl -7.690302 -0.686669 -1.845000 0.21 -0.32 -0.45 -0.205
N 2.907567 -1.028619 -1.428327 -1.14 1.58 0.36 0.021
C 3.367556 0.254661 -1.128280 -0.01 -0.99 0.02 0.377
C 4.622328 0.778359 -1.060586 1.98 0.12 -0.49 -0.965
C 4.800821 2.061817 -0.594524 -1.38 0.53 0.32 -0.829
C 3.672382 2.829778 -0.212852 0.40 0.92 -0.63 -0.941
C 2.388094 2.342167 -0.277225 0.34 -1.60 -0.15 -0.296
C 2.289937 0.978950 -0.705483 -2.95 1.92 1.35 0.081
N 1.124120 0.178140 -0.682209 2.03 1.10 -0.42 1.573
C 1.550630 -0.994710 -1.149527 -0.97 -0.98 0.13 -0.033
C 0.580614 -2.008308 -1.289342 0.79 2.50 0.51 -1.001
C 0.814856 -3.244844 -1.701959 -0.14 -3.70 -1.11 -0.656
S -0.693797 -4.189892 -1.858850 0.07 1.79 0.81 -0.275
C -1.487531 -2.714282 -1.196677 0.17 -0.78 -0.79 -0.322
N -0.735297 -1.674349 -1.000322 1.22 -1.68 -0.39 0.692
H 3.486354 -1.785240 -1.672969 0.27 -0.93 -0.19 0.192
H 5.509621 0.256288 -1.425898 -0.34 -0.19 0.23 0.397
H 5.780078 2.474591 -0.521376 0.52 0.28 -0.07 0.455
H 3.740451 3.909971 -0.037312 0.46 -0.48 0.37 0.383
H 1.544665 2.952853 0.061216 0.29 -0.46 -0.25 0.438
H 1.769293 -3.685215 -1.889929 0.22 -0.22 -0.11 0.414
H -2.537438 -2.609258 -1.159801 -0.91 -0.18 0.25 0.333
Cl -0.627420 1.183219 -3.033851 -0.54 0.12 0.26 -0.127
C -0.222879 2.802494 -2.345287 0.20 0.56 -2.21 0.007
C -0.654581 3.127072 -0.952874 0.15 1.06 0.84 0.460
O -0.612532 4.320662 -0.657047 -0.25 -0.95 -0.16 -0.704
O -0.853272 2.147811 -0.143469 0.01 0.81 -0.19 -0.327
H -0.529388 3.580886 -3.101898 0.11 -0.89 1.04 0.409
H 0.859872 2.778062 -2.340773 0.24 0.20 0.12 0.031
C -0.641227 -0.141574 1.905708 -0.82 1.65 0.14 -1.414
C 0.652655 -0.725628 2.131778 -0.48 -0.67 0.72 1.524
C 0.682889 -2.115920 2.189308 0.59 -1.05 -0.85 -0.810
C 1.907286 -2.779124 2.234280 -1.30 0.65 -0.53 -0.784
C 3.062252 -2.052648 2.166452 1.78 -0.29 1.15 0.445
C 3.046798 -0.660084 2.252996 1.49 -1.05 0.04 -0.514
C 1.865534 -0.032100 2.287692 -1.05 1.44 -0.60 -0.498
C 4.336271 -2.744087 2.202535 -1.36 0.75 -0.71 -0.089
N 5.333453 -3.279466 2.041358 1.08 -0.58 0.20 -0.588
H -0.719193 0.909598 2.276970 0.13 -0.65 -0.22 0.412
H -1.478580 -0.714718 2.346314 0.42 0.14 -0.35 0.489
H -0.224887 -2.687907 1.921885 0.46 0.36 0.64 0.220
H 1.963036 -3.830057 2.193161 -0.05 -1.14 0.03 0.480
H 4.003848 -0.147728 2.292712 -0.23 0.17 -0.07 0.449
H 1.913224 1.047400 2.223416 -0.46 0.14 0.25 0.404
```
Forces are in eV/Å.

## Properties
* charge: -1
* <S²>: 2.02
* ΔE to the lowest compared entry with this formula, charge and spin: 0.0 kJ/mol
* multiplicity: 3
* HOMO energy (spin up / spin down): -2.34 / -5.15 eV
* gap between HOMO and LUMO (spin up / spin down): 0.16716 / 0.27045 Eh